Formula: C3H5NO3
Source: the Open Molecules 2025 dataset
Level of theory: ωB97M-V/def2-TZVPD

```
12
Properties=species:S:1:pos:R:3:forces:R:3
C -0.274 0.009 0.846 -4.06 5.62 0.19
C 0.623 -0.473 -0.221 0.22 2.58 -2.34
C 1.788 -1.131 0.373 1.96 -1.17 -2.34
H -1.943 0.201 1.234 -1.47 0.16 0.04
H -0.471 0.874 -2.493 -1.15 1.14 -1.87
H 2.100 -0.414 1.096 0.67 -0.03 1.10
O -0.144 1.063 1.605 0.51 -5.71 -2.83
H 1.744 -2.193 0.691 -0.91 0.86 0.44
O -1.588 -0.349 0.524 2.52 -0.04 2.09
H 2.568 -1.246 -0.395 0.04 0.52 0.14
N 0.548 0.148 -1.425 -1.63 -3.13 4.56
O -0.850 0.699 -1.647 3.29 -0.78 0.81
```
Positions in Å, forces in eV/Å.

Results
* orbital gap: 10.3764 eV
* 2S+1: 1
* highest occupied orbital energy: -10.2833 eV

Here are the Mulliken charges for atoms 1 to 2, given in e: C 0.6095; C 0.6161

Formula: C3H5NO3
Source: the Open Molecules 2025 dataset
Level of theory: ωB97M-V/def2-TZVPD

```
12
Properties=species:S:1:pos:R:3:forces:R:3
O -1.374 0.367 0.691 0.95 -1.01 -0.44
O 1.237 1.244 -0.468 -4.57 1.22 -1.90
H -0.201 0.745 -2.377 2.15 -0.18 3.73
C -0.816 -0.438 -0.389 4.75 0.93 2.72
H 1.972 0.761 -0.231 2.36 -1.76 0.76
O 0.090 -1.361 0.419 -0.78 0.20 0.39
H -0.717 0.773 2.589 -0.27 1.38 2.03
H 1.176 -0.624 -1.614 -2.84 2.90 0.93
C 0.371 0.378 -1.229 0.00 -3.44 -3.36
H -1.448 -1.127 -0.972 -0.24 0.93 0.27
C -0.543 0.121 1.823 -1.40 -0.69 -3.58
N 0.253 -0.838 1.758 -0.10 -0.49 -1.55
```
Positions in Å, forces in eV/Å.

Results
* orbital gap: 10.1519 eV
* 2S+1: 1
* highest occupied orbital energy: -9.3129 eV

Here are the Mulliken charges for atoms 1 to 2, given in e: O -0.3844; O -0.4854

Formula: C3H5NO3
Source: the Open Molecules 2025 dataset
Level of theory: ωB97M-V/def2-TZVPD

```
12
Properties=species:S:1:pos:R:3:forces:R:3
O -1.321 0.281 -1.590 -0.02 -0.84 0.07
O 0.821 -1.610 -0.257 -0.55 -0.21 3.64
H 1.356 1.868 0.215 -0.06 -0.13 0.04
C -0.005 0.340 0.512 -1.00 -0.89 -0.93
N 0.950 1.079 -0.276 0.50 -0.01 0.32
H -0.466 0.876 1.340 -0.02 0.21 -0.27
H 0.095 -1.682 1.739 0.22 0.13 -0.37
C 0.288 -1.139 0.800 3.30 -0.76 -3.18
C -1.089 -0.272 -0.424 -2.17 1.07 3.53
H -0.594 0.931 -1.741 -0.08 -0.22 0.29
O -1.732 -1.120 0.254 0.11 1.50 -3.10
H 1.697 0.447 -0.572 -0.23 0.16 -0.03
```
Positions in Å, forces in eV/Å.

Results
* orbital gap: 10.3746 eV
* 2S+1: 1
* highest occupied orbital energy: -9.8479 eV

Here are the Mulliken charges for atoms 1 to 2, given in e: O -0.4811; O -0.5731

Formula: C3H5NO3S
Source: the Open Molecules 2025 dataset
Level of theory: ωB97M-V/def2-TZVPD

```
13
Properties=species:S:1:pos:R:3:forces:R:3
N 1.458 0.047 1.584 -2.24 1.21 -3.77
S 1.489 -0.070 0.011 1.31 -0.49 4.08
O 0.995 1.191 -0.652 1.74 1.48 -0.95
O 2.736 -0.501 -0.567 -1.30 -0.16 -0.58
C -1.237 -0.607 -0.313 0.29 -0.07 0.17
H 0.140 1.516 -0.295 -0.79 0.71 0.57
H 2.151 -0.454 2.052 1.54 -1.02 0.51
H -2.116 -1.264 -0.305 0.98 -0.52 -0.28
C -1.790 0.738 -0.228 -2.04 -2.28 -0.94
C 0.040 -0.999 -0.369 -0.29 0.19 0.59
H -2.853 0.608 -0.480 -0.41 0.84 0.30
H 0.294 -2.001 -0.418 0.17 -2.13 -0.21
O -1.306 1.797 -0.020 1.05 2.25 0.50
```
Positions in Å, forces in eV/Å.

Results
* orbital gap (alpha / beta): 8.3666 / 8.3678 eV
* 2S+1: 1
* highest occupied orbital energy (alpha / beta): -9.6754 / -9.6764 eV

Here are the Mulliken charges for atoms 1 to 2, given in e: N -0.6518; S 1.0046

Formula: C3H5NO3S
Source: the Open Molecules 2025 dataset
Level of theory: ωB97M-V/def2-TZVPD

```
13
Properties=species:S:1:pos:R:3:forces:R:3
H -1.229 -1.548 0.134 -2.07 4.43 -0.72
C -0.443 1.301 0.397 -2.59 -5.38 -0.87
O -1.927 1.127 0.036 4.18 -6.10 0.03
O 0.940 -1.105 1.055 -1.34 0.37 1.56
C 1.152 -0.440 0.102 -0.15 1.52 -2.57
N 2.100 -0.671 -0.767 7.45 -5.49 0.78
H -0.366 1.069 1.459 0.59 -1.11 -0.33
H 3.120 -1.320 -0.480 -4.85 2.07 -0.38
H -0.458 2.255 0.381 1.13 6.82 -1.00
O 0.454 0.653 -0.563 -1.70 0.13 4.31
C -2.044 -0.447 -0.089 -5.44 0.34 0.86
S -3.809 -0.732 -0.210 5.18 0.02 0.09
H 2.510 -0.142 -1.455 -0.39 2.38 -1.76
```
Positions in Å, forces in eV/Å.

Results
* orbital gap: 8.1293 eV
* 2S+1: 1
* highest occupied orbital energy: -8.6368 eV

Here are the Mulliken charges for atoms 1 to 2, given in e: H 0.2819; C -0.2598

Formula: C3H5NO4
Source: the Open Molecules 2025 dataset
Level of theory: ωB97M-V/def2-TZVPD

```
13
Properties=species:S:1:pos:R:3:forces:R:3
O -1.909 -1.595 -1.279 3.28 -0.79 -3.98
O -0.070 -0.519 -2.091 -0.35 -0.91 3.61
C -1.038 -1.452 -2.198 -3.05 1.47 1.28
O 0.717 1.076 -0.466 2.17 -3.18 2.18
H -1.060 -1.788 -3.305 -0.19 -0.17 1.88
H 0.239 0.576 3.659 1.60 2.33 -2.64
O 0.650 1.212 2.895 -1.36 -3.71 3.38
C -0.150 -0.107 -0.554 -2.68 4.22 -2.92
N 0.428 0.432 1.703 0.34 2.20 1.30
H -1.218 0.555 -0.519 2.53 -3.11 0.42
H 0.096 -0.934 0.176 -0.55 0.94 -1.44
H 2.120 1.523 1.096 -0.07 0.79 0.07
C 1.197 1.021 0.882 -1.68 -0.09 -3.14
```
Positions in Å, forces in eV/Å.

Results
* orbital gap: 10.3191 eV
* 2S+1: 1
* highest occupied orbital energy: -9.7387 eV

Here are the Mulliken charges for atoms 1 to 2, given in e: O -0.5219; O -0.2610

Formula: C3H5NOS
Source: the Open Molecules 2025 dataset
Level of theory: ωB97M-V/def2-TZVPD

```
11
Properties=species:S:1:pos:R:3:forces:R:3
N -1.272 1.336 -0.229 2.85 -0.55 0.76
H -0.915 -2.282 -0.039 -0.14 0.17 -0.16
C 0.028 1.294 -0.068 -1.56 2.55 -0.43
H 1.887 0.463 -0.885 -0.29 0.24 0.03
H 0.363 2.306 0.153 0.64 -0.06 -0.16
C 1.069 0.211 -0.204 -0.15 1.85 1.68
H 1.484 0.059 0.807 0.43 0.27 0.02
C -0.657 -1.239 0.138 -0.08 0.39 0.76
S -2.050 -0.120 -0.292 -0.44 -1.56 -0.29
O 0.485 -0.915 -0.609 -1.01 -3.28 -1.56
H -0.422 -1.113 1.227 -0.26 -0.01 -0.65
```
Positions in Å, forces in eV/Å.

Results
* orbital gap: 9.3587 eV
* 2S+1: 1
* highest occupied orbital energy: -8.4666 eV

Here are the Mulliken charges for atoms 1 to 2, given in e: N -0.4141; H 0.2815

Formula: C3H5NOS
Source: the Open Molecules 2025 dataset
Level of theory: ωB97M-V/def2-TZVPD

```
11
Properties=species:S:1:pos:R:3:forces:R:3
H 2.575 0.764 -0.923 -0.20 0.22 0.87
H 0.488 0.701 -1.094 -0.82 0.13 0.10
O -0.444 -1.205 1.225 1.79 1.01 -1.45
H -2.178 1.630 -0.430 0.05 -0.67 -0.22
H 2.144 -0.807 1.710 -0.65 0.59 -0.64
C 1.808 -0.315 0.767 -0.77 -0.85 1.11
C 2.694 0.436 0.129 0.10 0.03 -1.15
H 3.659 0.689 0.574 -0.22 -0.43 -0.16
S -1.885 0.389 -0.934 0.61 0.68 0.37
N -0.241 0.401 -0.442 1.08 -1.18 0.22
C 0.282 -0.516 0.505 -0.97 0.46 0.96
```
Positions in Å, forces in eV/Å.

Results
* orbital gap: 10.1238 eV
* 2S+1: 1
* highest occupied orbital energy: -9.6992 eV

Here are the Mulliken charges for atoms 1 to 2, given in e: H 0.1812; H 0.2513

Formula: C3H5NOS
Source: the Open Molecules 2025 dataset
Level of theory: ωB97M-V/def2-TZVPD

```
11
Properties=species:S:1:pos:R:3:forces:R:3
C -0.959 0.065 0.875 1.83 -1.05 -1.22
C 0.170 -0.926 0.211 -2.30 1.72 1.29
H -0.535 0.564 1.744 0.01 -0.09 0.05
O 0.769 -0.356 -0.848 0.51 -0.63 -0.23
N 0.357 -2.063 0.676 0.15 -0.64 0.31
H 0.272 1.013 -2.266 0.06 -0.01 0.15
H -1.838 -0.509 1.137 0.05 -0.10 0.02
H 1.059 -2.622 0.201 0.10 0.17 -0.16
S -1.312 1.219 -0.459 0.04 -0.06 -0.15
H 1.047 1.681 -0.790 -0.01 -0.24 -0.09
C 0.348 0.931 -1.180 -0.45 0.93 0.04
```
Positions in Å, forces in eV/Å.

Results
* orbital gap: 9.9664 eV
* 2S+1: 1
* highest occupied orbital energy: -9.1337 eV

Here are the Mulliken charges for atoms 1 to 2, given in e: C -0.3641; C 0.3355

Formula: C3H5NOS
Source: the Open Molecules 2025 dataset
Level of theory: ωB97M-V/def2-TZVPD

```
11
Properties=species:S:1:pos:R:3:forces:R:3
C -0.368 0.329 0.052 -3.01 0.74 0.77
H 0.666 -1.856 0.767 -0.16 -0.62 0.12
H -1.807 1.970 0.144 0.87 -0.11 -0.51
C -0.708 1.829 0.234 -0.38 -1.07 -0.57
H -0.481 2.299 1.186 0.62 -0.46 0.32
O 1.893 0.769 -0.353 0.04 0.37 -0.02
C 1.051 -0.034 -0.009 1.59 -1.32 -0.23
S -1.566 -0.784 -0.151 0.96 0.81 0.15
N 1.349 -1.355 0.245 -0.57 1.44 -0.15
H -0.081 2.308 -0.522 -0.44 0.41 0.00
H 2.315 -1.588 0.292 0.47 -0.18 0.13
```
Positions in Å, forces in eV/Å.

Results
* orbital gap: 7.9554 eV
* 2S+1: 1
* highest occupied orbital energy: -9.0727 eV

Here are the Mulliken charges for atoms 1 to 2, given in e: C 0.1721; H 0.1823

Formula: C3H5NOS
Source: the Open Molecules 2025 dataset
Level of theory: ωB97M-V/def2-TZVPD

```
11
Properties=species:S:1:pos:R:3:forces:R:3
S -0.526 1.765 -1.445 0.60 0.67 -0.31
H 1.054 0.674 1.111 0.04 -0.69 -0.60
H -1.052 -1.005 0.695 0.63 0.33 -0.34
H -2.215 0.474 -0.608 -0.76 -0.63 0.28
H 1.472 -0.100 -0.430 0.80 0.31 -1.02
H 2.370 -1.844 1.138 -0.30 0.50 0.11
O 0.475 -2.113 1.769 0.71 0.05 -0.04
C 1.321 -1.467 1.189 -0.64 -0.93 0.30
C 0.909 -0.228 0.451 -0.87 0.37 1.02
C -1.151 0.541 -0.585 -0.01 0.67 -0.68
N -0.498 -0.372 0.104 -0.19 -0.64 1.28
```
Positions in Å, forces in eV/Å.

Results
* orbital gap: 8.9487 eV
* 2S+1: 1
* highest occupied orbital energy: -8.4538 eV

Here are the Mulliken charges for atoms 1 to 2, given in e: S -0.3468; H 0.2898

Formula: C3H5NOS
Source: the Open Molecules 2025 dataset
Level of theory: ωB97M-V/def2-TZVPD

```
11
Properties=species:S:1:pos:R:3:forces:R:3
N -0.187 -1.932 -0.222 0.66 1.44 0.49
H 0.597 -2.655 -2.383 -0.48 0.58 0.74
H 0.864 2.476 0.023 -1.11 -2.12 1.69
C -0.494 0.582 0.037 1.05 -0.58 1.96
H -0.523 -0.989 1.605 0.20 -0.19 -0.42
O -0.777 1.430 1.187 -1.04 0.28 -0.76
H 1.217 1.037 1.335 0.04 0.64 -0.78
S 0.111 -1.475 -1.864 0.14 -0.74 -0.41
H -0.967 0.898 -0.890 -0.08 -0.44 0.18
C 0.491 1.518 0.646 1.85 0.84 -1.05
C -0.332 -0.889 0.526 -1.23 0.31 -1.64
```
Positions in Å, forces in eV/Å.

Results
* orbital gap: 9.8221 eV
* 2S+1: 1
* highest occupied orbital energy: -9.1613 eV

Here are the Mulliken charges for atoms 1 to 2, given in e: N -0.4480; H 0.1664

Values of largest force on an atom, in order: 6.931 5.552 4.646 4.546 9.282 5.784 3.770 2.521 3.150 3.193 1.446 2.931, all in eV/A.
Values of energy above the lowest of the compared OMol25 structures with the same formula, charge and spin, in order: 4.885 5.986 2.816 3.881 5.980 5.968 2.243 1.666 1.057 0.661 1.123 3.294, all in eV.